No. 1
Below is 6 unconnected molecules or ions with the total composition C36H30F6 at a distorted geometry, with properties calculated with ωB97M-V/def2-TZVPD.

XYZ file:
```
72
Properties=species:S:1:pos:R:3:mulliken_charge:R:1
F 6.12563 -4.75001 2.68186 -0.307
C 5.06254 -4.02832 3.18625 0.422
C 4.84853 -4.15464 4.54752 -0.500
C 3.92191 -3.33249 5.18912 -0.386
C 3.13638 -2.44940 4.34947 -0.600
C 3.32760 -2.48897 2.98644 -0.286
C 4.29974 -3.22214 2.40522 -0.416
H 5.33717 -4.89916 5.15851 0.394
H 3.82439 -3.40659 6.26215 0.376
H 2.53742 -1.68149 4.81633 0.392
H 2.82203 -1.81440 2.31134 0.405
H 4.39995 -3.18005 1.33071 0.500
F 0.50678 -0.93497 -3.59307 -0.294
C 0.90167 -2.27397 -3.58423 0.228
C 0.33318 -3.17429 -4.54184 -0.564
C 0.57362 -4.52067 -4.40435 -0.439
C 1.57322 -4.95694 -3.49036 -0.454
C 2.23946 -4.02947 -2.72332 -0.622
C 1.82375 -2.69839 -2.72921 0.258
H -0.38084 -2.84833 -5.28368 0.404
H 0.10965 -5.25696 -5.04388 0.365
H 1.84128 -5.98686 -3.30649 0.379
H 2.96676 -4.35808 -1.99570 0.357
H 2.35142 -1.98035 -2.11898 0.359
F -4.51291 2.26798 4.25094 -0.284
C -5.63972 1.99225 3.57620 -0.027
C -5.58916 1.67376 2.20718 -0.060
C -6.73260 1.28285 1.46345 -0.520
C -7.93816 1.30542 2.12473 -0.263
C -8.06094 1.71951 3.46567 -0.622
C -6.91121 2.02392 4.17284 -0.192
H -4.59592 1.68858 1.78332 0.491
H -6.68181 0.91563 0.44908 0.388
H -8.80285 1.05242 1.52916 0.334
H -9.05132 1.73379 3.89619 0.377
H -6.98447 2.14292 5.24376 0.368
F 5.00050 -1.97634 -4.45815 -0.351
C 5.06645 -1.40292 -3.26666 0.389
C 5.71508 -2.06884 -2.24401 -0.549
C 5.65607 -1.59665 -0.91988 -0.452
C 5.16938 -0.30440 -0.67349 -0.659
C 4.56081 0.36500 -1.68411 -0.223
C 4.44862 -0.17241 -2.99359 -0.511
H 6.08457 -3.06606 -2.43225 0.429
H 5.94042 -2.15065 -0.03748 0.679
H 5.24344 0.18797 0.28489 0.410
H 4.18455 1.34899 -1.44618 0.395
H 3.89168 0.25945 -3.81196 0.439
F -1.91991 8.25195 -1.97507 -0.304
C -2.49164 7.13275 -1.44200 0.433
C -2.59495 7.05608 -0.02964 -0.540
C -3.00881 5.81675 0.46527 -0.347
C -3.28225 4.73068 -0.38285 -0.203
C -3.15882 4.86622 -1.76122 -0.378
C -2.83072 6.07821 -2.28231 -0.501
H -2.40934 7.94077 0.56135 0.430
H -2.94687 5.67116 1.53362 0.342
H -3.51383 3.74386 -0.01008 0.300
H -3.54148 4.01655 -2.30712 0.408
H -2.68547 6.19531 -3.34607 0.373
F 1.59357 -0.95905 0.27244 -0.104
C 0.42051 -0.35140 0.11957 0.535
C -0.67367 -0.88688 0.78389 -0.536
C -1.88893 -0.32991 0.51952 -0.568
C -2.08185 0.67051 -0.41125 -0.719
C -0.94401 1.13371 -1.13032 -0.532
C 0.31369 0.64961 -0.82201 -0.233
H -0.58787 -1.75179 1.42494 0.442
H -2.80531 -0.60407 1.02099 0.353
H -3.02526 1.13421 -0.65901 0.539
H -1.10956 1.99604 -1.75912 0.403
H 1.22901 1.00349 -1.27297 0.450
```

The lowest unoccupied orbital energy is 0.6 eV. The orbital gap is 9.86 eV. The relative energy (zero: lowest compared OMol25 entry of this formula, charge and spin) comes out at 190.7 kJ/mol. The calculation puts the strongest force on any atom at 3.49 eV/A. The SMILES is Fc1ccccc1.Fc1ccccc1.Fc1ccccc1.Fc1ccccc1.Fc1ccccc1.Fc1ccccc1. Its net charge is 0. Its HOMO energy is -9.240 eV.

No. 2
Below is a molecular structure, C36H30GdN3O2S3 at a distorted geometry, with properties calculated with ωB97M-V/def2-TZVPD.

XYZ file:
```
75
Properties=species:S:1:pos:R:3:mulliken_charge:R:1
Gd -0.33310 -0.08719 0.55051 0.529
C 3.12385 0.48962 -1.77533 -1.455
C 2.44609 0.58115 -0.44508 1.214
N 1.94974 -0.46988 0.11773 -0.026
N 2.20050 -1.68933 -0.47978 -0.478
C 1.33962 -2.24132 -1.25404 0.153
S -0.16956 -1.56066 -1.76379 -0.364
S 1.78379 -3.85469 -1.87468 -0.153
C 2.22466 -4.78696 -0.34652 -0.625
C 3.64891 -4.72076 0.12162 0.615
C 4.06099 -3.77425 1.05567 0.012
C 5.35963 -3.78128 1.54055 -0.778
C 6.26376 -4.73867 1.10379 -0.383
C 5.86434 -5.68228 0.16950 -0.557
C 4.56635 -5.67142 -0.31741 -0.416
C 2.40801 1.86382 0.29798 0.080
C 3.62165 2.46651 0.62515 -0.721
C 3.67181 3.59932 1.41424 -0.702
C 2.48310 4.16841 1.85432 -0.501
C 1.26940 3.61968 1.49622 -0.693
C 1.18921 2.44852 0.72511 0.676
O 0.01094 1.94535 0.38736 -0.547
H 2.38064 0.19501 -2.52082 0.318
H 3.87884 -0.30004 -1.76074 0.360
H 3.56280 1.44010 -2.06526 0.460
H 1.96864 -5.80912 -0.62313 0.557
H 1.54084 -4.45606 0.43133 -0.165
H 3.36111 -3.02696 1.40255 0.260
H 5.66492 -3.04457 2.27309 0.392
H 7.27224 -4.75664 1.49676 0.372
H 6.56067 -6.43865 -0.17025 0.367
H 4.25540 -6.41440 -1.04328 0.376
H 4.54099 2.00546 0.28169 0.433
H 4.62419 4.03265 1.68826 0.395
H 2.50576 5.05214 2.47972 0.392
H 0.33689 4.07369 1.80870 0.416
O -2.38032 0.22899 -0.22107 0.090
S -3.17590 1.50885 -0.33813 0.268
C -4.09362 1.31099 -1.87585 0.686
C -5.11588 2.19607 -2.18516 -0.552
C -5.80232 2.03562 -3.37639 -0.612
C -5.46052 1.00592 -4.24518 -0.435
C -4.42791 0.13734 -3.92673 -0.702
C -3.73182 0.28978 -2.73537 -0.283
C -4.58379 1.23490 0.74870 0.396
C -5.13917 2.29864 1.44120 -0.207
C -6.20154 2.05899 2.30055 -0.575
C -6.68538 0.76878 2.46175 -0.477
C -6.11375 -0.28802 1.76401 -0.712
C -5.05532 -0.05888 0.90108 -0.574
H -5.38148 2.99294 -1.50036 0.365
H -6.60728 2.71377 -3.62637 0.394
H -6.00071 0.88604 -5.17491 0.385
H -4.15730 -0.66165 -4.60369 0.427
H -2.92174 -0.37947 -2.47075 0.384
H -4.74223 3.29913 1.31472 0.477
H -6.64029 2.87771 2.85510 0.395
H -7.50789 0.58542 3.14062 0.412
H -6.49019 -1.29387 1.89677 0.387
H -4.58824 -0.86880 0.35525 0.608
C -0.73027 -0.85830 2.86930 -1.523
C -1.49106 -1.97771 2.32224 0.301
C -0.85379 -2.95081 1.51754 0.297
C -1.55234 -3.98411 0.93244 -0.562
C -2.92328 -4.12085 1.16470 0.056
C -3.56826 -3.19007 1.98390 -0.799
C -2.87144 -2.13957 2.53763 -0.413
C -3.63364 -5.22877 0.61707 -0.092
N -4.19694 -6.13417 0.18444 -0.548
H 0.23995 -1.17985 3.25357 0.331
H -1.28197 -0.31566 3.63386 0.477
H 0.22598 -2.89091 1.39864 0.662
H -1.05692 -4.70074 0.28992 0.525
H -4.62294 -3.31669 2.19548 0.514
H -3.39002 -1.42709 3.16829 0.415
```

The lowest unoccupied orbital energy (alpha / beta) is -0.4 / 0.0 eV. The orbital gap (alpha / beta) is 7.09 / 7.56 eV. The expectation value of S² is 15.950. The calculation puts the strongest force on any atom at 1.69 eV/A. As for the multiplicity: 8. Its net charge is 0. Its HOMO energy (alpha / beta) is -7.462 / -7.556 eV.

> Number 1 is which compound?

C36H30F6